# 1
C46H38BN18O4Zr | ωB97M-V/def2-TZVPD

Results
- Max |F|: 2.5 eV Å⁻¹
- Gap between HOMO and LUMO (alpha / beta): 6.2 / 3.5 eV
- ΔE to the lowest compared entry with this formula, charge and spin: 12.5 kcal per mole
- Charge: +2
- 2S+1: 2

Element x y z (Å)
Zr: 0.036100 0.032100 -0.079700
C: 2.225500 -4.034000 -0.208500
C: 1.663400 -3.006500 -0.964200
N: 1.576400 -1.884700 -0.247200
N: 2.123100 -2.164100 0.959200
C: 2.493000 -3.456500 1.011900
B: 2.424000 -1.036400 1.959800
N: 1.115700 -0.778300 2.732800
C: 0.826800 -1.085400 4.007900
C: -0.542400 -1.035100 4.166700
C: -1.031400 -0.697500 2.907900
N: -0.019000 -0.546300 2.049300
N: 2.869700 0.183100 1.092300
C: 4.102300 0.722400 1.113700
C: 4.258100 1.506800 -0.007900
C: 3.049000 1.383100 -0.687900
N: 2.214400 0.586500 -0.016600
N: 3.533500 -1.340200 2.921700
C: 4.662000 -2.091500 2.813500
C: 5.438600 -1.844700 3.916600
C: 4.719300 -0.892100 4.657400
N: 3.600300 -0.596200 4.041300
H: 2.421000 -5.037200 -0.521100
H: 1.334100 -3.059800 -1.987000
H: 2.902200 -3.886900 1.902200
H: 1.593500 -1.301500 4.723400
H: -1.094600 -1.228600 5.061100
H: -2.056900 -0.574500 2.596400
H: 4.802400 0.529800 1.900900
H: 5.125900 2.059700 -0.302300
H: 2.772800 1.846900 -1.618100
H: 4.850500 -2.726300 1.971800
H: 6.381000 -2.279700 4.166300
H: 4.968000 -0.416800 5.584900
O: -2.629000 -3.379900 1.315500
C: -2.626800 -4.102000 0.196200
C: -3.306500 -5.324800 0.188000
C: -3.310300 -6.108800 -0.939800
C: -2.648700 -5.686600 -2.098400
C: -1.990500 -4.480100 -2.123600
C: -1.963000 -3.663900 -0.983300
C: -1.272800 -2.386200 -1.010100
O: -1.174500 -1.640900 0.047000
N: -0.740000 -2.002900 -2.164000
N: -0.201400 -0.766500 -2.122100
C: 0.379600 -0.337100 -3.209600
C: 0.747500 1.021400 -3.387200
C: 1.347700 1.435500 -4.590900
C: 1.594400 2.762300 -4.842100
C: 1.223000 3.739800 -3.904800
C: 0.637200 3.377600 -2.721000
C: 0.411100 2.015100 -2.393600
O: -0.074900 1.694700 -1.242100
H: -2.092800 -2.569600 1.165800
H: -3.810100 -5.629600 1.090400
H: -3.830000 -7.053900 -0.932300
H: -2.647000 -6.316900 -2.970500
H: -1.482400 -4.130700 -3.009300
H: 0.510700 -1.022700 -4.048900
H: 1.586000 0.682200 -5.326700
H: 2.048000 3.064800 -5.770900
H: 1.401100 4.783400 -4.121300
H: 0.347100 4.118900 -1.990800
C: -5.540700 2.367900 -0.006800
N: -4.309000 1.639300 -0.192800
C: -3.202000 1.569600 0.554500
N: -2.293700 0.807200 -0.050100
C: -2.926000 0.444300 -1.203200
N: -4.131400 0.931300 -1.301100
C: -5.547100 3.582900 -0.908900
C: -6.563300 3.787200 -1.834600
C: -6.533700 4.890400 -2.675700
C: -5.473800 5.778700 -2.636600
C: -4.440600 5.562500 -1.723800
C: -4.492100 4.476500 -0.850300
C: -3.272700 6.407100 -1.682100
N: -2.963200 7.438400 -2.415100
N: -1.763200 7.850700 -2.051900
C: -1.344800 7.070400 -1.095800
O: -2.266900 6.121100 -0.819400
C: -0.084100 7.107400 -0.397400
C: 0.860700 8.080000 -0.720800
C: 2.068600 8.099900 -0.048500
C: 2.346900 7.155100 0.928000
C: 1.406600 6.182900 1.253900
C: 1.701900 5.193100 2.357900
N: 0.994300 3.954600 2.179100
C: 1.081500 3.082600 1.172100
N: 0.240900 2.073900 1.371900
C: -0.352400 2.408500 2.548600
N: 0.079500 3.536700 3.044900
C: 0.189400 6.162900 0.592500
H: -5.633000 2.648900 1.045100
H: -6.364100 1.704600 -0.283700
H: -3.085900 2.055600 1.505500
H: -2.519400 -0.180400 -1.976900
H: -7.375800 3.079100 -1.903300
H: -7.337900 5.042300 -3.379400
H: -5.425200 6.622000 -3.307900
H: -3.690100 4.332700 -0.138700
H: 0.624600 8.804700 -1.484100
H: 2.801500 8.854700 -0.285600
H: 3.295300 7.177200 1.445400
H: 1.372400 5.598700 3.319800
H: 2.777800 4.997900 2.416200
H: 1.735600 3.221000 0.331900
H: -1.103400 1.817900 3.033400
H: -0.560200 5.424100 0.839300

Cartesian forces (eV/Å) of the 2 atoms listed first:
0.595 1.962 1.096
-0.070 0.257 -0.069

# 2
C5H8O2 | ωB97M-V/def2-TZVPD

Results
- Max |F|: 0.8 eV Å⁻¹
- Gap between HOMO and LUMO: 9.8 eV
- ΔE to the lowest compared entry with this formula, charge and spin: 63.1 kcal per mole
- SMILES string: O[C@H]1C[C@@]2(O)C[C@@H]12

Element x y z (Å)
O: 2.489565 0.439084 0.177463
C: 1.131284 0.386197 0.496375
C: 0.076507 1.254358 -0.217169
C: -0.915653 0.135313 0.048980
O: -2.075083 0.515792 0.679418
C: -0.705296 -1.024814 -0.822937
C: 0.285644 -0.851413 0.331082
H: 2.700190 -0.351049 -0.326313
H: 1.037429 0.630419 1.562348
H: -0.160848 2.193988 0.278052
H: 0.269840 1.433981 -1.278709
H: -2.728826 -0.190821 0.636270
H: -1.393363 -1.828271 -0.532143
H: -0.546536 -0.991523 -1.903706
H: 0.535400 -1.749799 0.883354

Cartesian forces (eV/Å) of the 2 atoms listed first:
0.309 -0.147 -0.421
-0.509 0.182 0.055

# 3
C21H27AsF6N2O10P2SV | ωB97M-V/def2-TZVPD

Results
- Max |F|: 4.7 eV Å⁻¹
- Gap between HOMO and LUMO (alpha / beta): 5.2 / 5.8 eV
- ΔE to the lowest compared entry with this formula, charge and spin: 94.1 kcal per mole
- 2S+1: 2

Element x y z (Å)
V: -0.290789 -0.055095 0.787304
N: -1.605390 1.105486 4.545889
C: -1.911392 2.001224 3.408813
C: -2.870023 3.095170 3.795469
P: -0.171761 2.607183 3.027086
O: -0.423655 4.089570 2.437165
O: 0.401392 2.620017 4.412668
O: 0.505611 1.796263 1.976996
P: -2.341881 1.019555 1.926276
O: -3.888420 0.714833 2.191512
O: -2.084525 1.810624 0.703307
O: -1.506585 -0.240673 2.125897
H: -0.690438 1.602498 4.918713
H: -1.344342 0.189277 4.142741
H: -2.362844 1.002632 5.224954
H: -2.407399 3.764855 4.521583
H: -3.795961 2.676193 4.191189
H: -3.119133 3.675518 2.910749
H: 0.154490 4.202288 1.679246
H: -4.309877 0.373071 1.397813
O: 2.112744 -1.424097 1.714806
C: 2.288263 -0.655976 0.785292
O: 1.265464 -0.071423 0.238319
C: 3.633872 -0.393094 0.217254
C: 3.848445 0.626343 -0.706701
C: 5.110249 0.861192 -1.239750
C: 6.134173 0.038303 -0.823768
O: 7.441595 0.037556 -1.199395
C: 8.050716 -1.031117 -0.501440
O: 7.092980 -1.645643 0.333108
C: 5.919597 -0.986174 0.110266
C: 4.683481 -1.214756 0.651588
H: 3.015252 1.246422 -1.004221
H: 5.286509 1.648390 -1.953371
H: 8.884905 -0.649810 0.107856
H: 8.441240 -1.767534 -1.223540
H: 4.495505 -1.992117 1.370985
S: 0.610908 2.778472 -1.078467
C: -0.838665 3.035531 -1.919207
N: -1.899126 3.539569 -1.249076
C: -3.097454 3.737136 -1.821130
C: -3.288292 3.475075 -3.150279
C: -2.218711 2.945212 -3.889732
C: -1.001553 2.747701 -3.287418
H: -1.831273 3.528668 -0.230460
H: -3.887052 4.093205 -1.179240
H: -4.250546 3.627523 -3.605528
H: -2.370800 2.662767 -4.919725
H: -0.171579 2.310555 -3.815674
C: -0.462270 -4.301907 -2.544605
C: -0.434197 -4.286446 -1.015654
C: -1.762436 -4.822581 -0.461647
C: 0.745368 -5.124760 -0.497273
C: -0.284245 -2.928039 -0.522752
C: -0.356238 -1.820917 -0.024994
H: -0.593638 -5.323574 -2.895338
H: 0.466780 -3.905766 -2.945756
H: -1.283240 -3.694648 -2.912467
H: -1.939372 -5.828815 -0.834013
H: -2.575641 -4.174494 -0.783821
H: -1.741180 -4.835715 0.625807
H: 0.608037 -6.165662 -0.784481
H: 0.819684 -5.062907 0.585730
H: 1.677755 -4.764570 -0.927125
F: -1.532035 0.393945 -1.644976
As: -3.150470 -0.309615 -1.567963
F: -3.919069 1.189427 -1.015488
F: -2.997208 -0.847160 0.102720
F: -4.776272 -1.022532 -1.576693
F: -2.513305 -1.798677 -2.178055
F: -3.394730 0.277045 -3.237875

Cartesian forces (eV/Å) of the 2 atoms listed first:
-1.572 0.956 -2.058
0.433 -0.536 0.410

# 4
C4H10NO3 | ωB97M-V/def2-TZVPD

Results
- Max |F|: 3.1 eV Å⁻¹
- Gap between HOMO and LUMO (alpha / beta): 9.9 / 6.6 eV
- ΔE to the lowest compared entry with this formula, charge and spin: 65.9 kcal per mole
- 2S+1: 2

Element x y z (Å)
O: 3.288256 0.816247 -0.584599
C: 2.082613 0.872801 -0.630862
C: 1.220599 -0.071263 0.145762
C: -0.237378 -0.072626 -0.158844
C: -1.078113 -0.541484 1.050518
O: -2.403360 -0.663874 0.749563
N: 1.916973 -1.258288 0.545255
H: 1.579794 0.899931 0.714213
H: 1.537725 1.611915 -1.244898
H: -0.400526 -0.749378 -0.996317
H: -0.591540 0.906558 -0.466649
H: -0.663065 -1.482478 1.432623
H: -0.932422 0.201188 1.851077
H: 1.649089 -2.006953 -0.074288
H: 2.905632 -1.036673 0.393299
H: -3.843485 0.837175 -1.475539
H: -2.900118 0.522453 -0.297191
O: -3.130678 1.214746 -0.953119

Cartesian forces (eV/Å) of the 2 atoms listed first:
0.648 0.138 -0.185
-0.186 -1.199 -2.481

# 5
C3H11N3O2 | ωB97M-V/def2-TZVPD

Results
- Max |F|: 3.1 eV Å⁻¹
- Gap between HOMO and LUMO (alpha / beta): 8.4 / 8.4 eV
- ΔE to the lowest compared entry with this formula, charge and spin: 160.2 kcal per mole
- SMILES string: CC(C)N=O.NNO

Element x y z (Å)
C: 0.128057 2.018548 -1.044167
C: -0.343442 0.635846 -0.619739
C: -1.844562 0.453201 -0.711636
N: 0.039940 0.524432 0.963425
O: 1.245568 0.654916 1.229475
H: -0.411859 2.788898 -0.495665
H: -0.024367 2.154361 -2.114563
H: 1.195881 2.122961 -0.848921
H: 0.179400 -0.102338 -1.240476
H: -2.189816 0.659021 -1.725037
H: -2.347565 1.129938 -0.023251
H: -2.099763 -0.579500 -0.476846
N: 1.459500 -1.788880 1.685438
N: 0.261775 -1.924235 1.057892
O: 0.507465 -2.322201 -0.282066
H: 1.925013 -0.877045 1.432458
H: 1.298008 -1.794822 2.688216
H: -0.254102 -0.838628 0.781183
H: 1.274871 -2.914472 -0.255720

Cartesian forces (eV/Å) of the 2 atoms listed first:
0.095 -0.179 0.047
0.711 0.968 0.740

The records above give, respectively, electronic energy values of -85280.3531, -9407.0973, -177920.9121, -11938.7907, -11848.7889 eV.